Record 1
Formula: C5H3NO
Source: the OMol25 dataset
Level of theory: ωB97M-V with the def2-TZVPD basis set

Geometry (Å):
C1 -1.046 1.269 -1.635
C2 -0.725 0.575 -0.712
C3 -0.186 -0.213 0.353
C4 -0.547 -1.627 0.385
N1 -0.834 -2.745 0.397
C5 1.175 0.139 0.746
O1 0.020 0.345 1.622
H1 -1.371 1.875 -2.442
H2 1.875 -0.682 0.876
H3 1.639 1.065 0.411

HOMO, eV: -10.7
Orbital gap, eV: 11.496
Structure (SMILES): C#C[C@@]1(C#N)CO1

---

Record 2
Formula: C5H3NO
Source: the OMol25 dataset
Level of theory: ωB97M-V with the def2-TZVPD basis set

Geometry (Å):
C1 -0.297 0.092 1.195
C2 -1.186 -1.087 -0.943
C3 -0.226 1.038 0.333
C4 -0.895 -0.227 -0.126
C5 2.497 -0.401 -0.169
N1 2.696 0.543 -0.901
O1 2.779 -1.291 0.479
H1 0.001 -0.349 2.091
H2 -1.420 -1.708 -1.811
H3 1.958 1.005 -1.502

HOMO, eV: -9.7
Orbital gap, eV: 8.943

---

Record 3
Formula: C5H3NO
Source: the OMol25 dataset
Level of theory: ωB97M-V with the def2-TZVPD basis set

Geometry (Å):
N1 3.342 0.585 0.159
C1 2.228 0.275 0.234
C2 0.841 -0.031 0.181
C3 0.082 -0.365 -0.897
C4 -1.265 -0.171 -0.497
C5 -1.227 0.175 0.817
O1 0.051 0.275 1.246
H1 0.421 -0.715 -1.861
H2 -2.076 -0.109 -1.199
H3 -1.983 0.352 1.570

HOMO, eV: -9.5
Orbital gap, eV: 10.029
Structure (SMILES): N#Cc1ccco1

---

So what do the calculations give for max |F|? Going down the list: 1.18, 3.76, 1.14 eV Å⁻¹.